A structure of composition C6H7FeLiO6, computed with ωB97M-V with the def2-TZVPD basis set.

The net charge is +1. The LUMO energy (spin up / spin down) is -4.78 / -5.14 eV. Its multiplicity is 6. The value obtained for the HOMO energy (spin up / spin down) is -11.06 / -11.35 eV. For the max |F|, the calculation gives 4.590 eV/Å.

Structure (XYZ):
```
21
Properties=species:S:1:pos:R:3:lowdin_charge:R:1
Fe -3.1481 -0.2504 0.6557 0.94
O -1.2566 -0.7449 0.3583 -0.05
O -0.3600 0.4515 -1.5004 0.04
C -1.3606 1.0218 -2.3450 -0.10
C -2.0523 2.0068 -1.4154 -0.10
O -1.9315 1.3543 -0.1406 -0.09
C -0.8529 0.4128 -0.2207 -0.68
H -0.8633 1.4960 -3.1965 0.15
H -2.0469 0.2380 -2.6971 0.14
H -3.1149 2.1500 -1.6364 0.14
H -1.5384 2.9759 -1.3739 0.14
Li 4.0825 -3.9072 1.4129 0.87
O 2.2033 -3.4635 2.0859 -0.02
O 1.4052 -1.3905 1.8186 0.06
C 1.3867 -0.3058 1.0703 -0.20
C 0.1295 0.4132 0.9010 -0.02
O 3.5620 -1.9320 1.2279 -0.03
C 2.4754 -2.3494 1.6370 -0.74
H 2.3244 0.2488 1.2346 0.14
H -0.2906 0.6655 1.8855 0.16
H 1.2472 0.9092 0.2382 0.26
```

***

An isolated molecule of C6H7I, computed with ωB97M-V with the def2-TZVPD basis set.

The LUMO energy (spin up / spin down) is -1.23 / -0.99 eV. The value obtained for the HOMO energy (spin up / spin down) is -8.18 / -7.86 eV. For the max |F|, the calculation gives 4.613 eV/Å.

Structure (XYZ):
```
14
Properties=species:S:1:pos:R:3:lowdin_charge:R:1
C 1.0129 -0.8473 -0.9193 -0.06
C 0.8118 0.0278 -0.1090 -0.22
C 1.0446 1.4723 0.3825 -0.11
C -0.3775 1.4966 1.2077 -0.26
C -0.7821 -0.0675 1.2455 -0.37
C 0.1908 -1.9999 -1.4495 -0.12
I -2.8597 -0.8127 0.7347 0.57
H 1.9031 1.7992 1.0139 0.12
H 0.8449 1.9619 -0.6035 0.12
H -0.2388 1.6844 2.2287 0.07
H -1.1867 2.0075 0.7517 0.06
H -0.6567 -1.9604 -0.5358 0.04
H 0.7387 -3.0066 -1.5980 0.09
H -0.4453 -1.7553 -2.3496 0.08
```

***

A cluster of 2 separate species, C6H7IN2O2S in total, computed with ωB97M-V with the def2-TZVPD basis set.

The LUMO energy (spin up / spin down) is -1.08 / -0.79 eV. The value obtained for the HOMO energy (spin up / spin down) is -8.40 / -8.39 eV. For the max |F|, the calculation gives 4.019 eV/Å.

Structure (XYZ):
```
19
Properties=species:S:1:pos:R:3:lowdin_charge:R:1
C -2.9111 -1.3678 -0.1135 -0.03
C -2.5508 -0.3509 0.8044 -0.07
C -1.9946 -1.7013 -1.1462 -0.04
C -1.3122 0.2801 0.7920 -0.06
C -0.7291 -1.1317 -1.0501 -0.09
C -0.4614 -0.0751 -0.2052 -0.32
N 2.8998 0.5762 1.1630 -0.58
N 3.2761 1.8360 1.0256 -0.16
O 1.6401 -0.0196 -1.6631 -0.44
O 1.1544 2.1505 -0.5552 -0.40
S 1.1297 0.6637 -0.5365 0.71
I 4.1504 -0.8173 0.2146 0.74
H -3.9326 -1.6558 0.1356 0.10
H -3.1183 -0.0550 1.5995 0.07
H -2.0620 -2.4550 -1.8957 0.10
H -1.1013 1.0179 1.5228 0.11
H -0.0155 -1.5068 -1.8428 0.13
H 3.2730 2.2886 0.0652 0.11
H 2.6654 2.3233 1.6856 0.10
```

***

An isolated molecule of C6H7IOS, computed with ωB97M-V with the def2-TZVPD basis set.

Its SMILES is OC[C@@H](I)c1ccsc1. The LUMO energy is 0.00 eV. The value obtained for the HOMO energy is -8.68 eV. For the max |F|, the calculation gives 2.374 eV/Å.

Structure (XYZ):
```
16
Properties=species:S:1:pos:R:3:lowdin_charge:R:1
O -1.4499 -2.7097 -0.7219 -0.06
C -0.7240 -1.8672 0.0728 -0.34
C -0.7155 -0.4381 -0.5064 -0.49
I -2.6152 0.7772 0.0384 0.66
C 0.3173 0.6124 -0.1298 -0.49
C 0.9165 0.8037 1.1307 -0.15
C 1.8700 1.8176 1.1003 -0.40
S 2.0516 2.4822 -0.4650 0.99
C 0.9041 1.4049 -1.1275 -0.40
H -2.3801 -2.5256 -0.8714 0.09
H 0.3579 -2.1647 0.1374 0.15
H -1.1558 -1.8247 1.0408 0.09
H -0.7095 -0.5166 -1.6098 0.09
H 0.7042 0.2459 2.0489 0.12
H 2.2246 2.3060 1.9506 0.04
H 0.4037 1.5965 -2.0883 0.09
```

***

An isolated molecule of C6H7N, computed with ωB97M-V with the def2-TZVPD basis set.

Its SMILES is C=Cc1ccc[nH]1. The LUMO energy is 1.04 eV. The value obtained for the HOMO energy is -7.97 eV. For the max |F|, the calculation gives 2.440 eV/Å.

Structure (XYZ):
```
14
Properties=species:S:1:pos:R:3:lowdin_charge:R:1
C 1.0764 0.7655 -2.1395 0.00
C -0.0729 0.3226 -1.6172 -0.12
C -0.1544 -0.2501 -0.2645 -0.27
C -0.9786 -1.1513 0.3656 -0.06
C -0.9043 -0.9472 1.7667 -0.10
C 0.0721 -0.0021 1.9834 -0.13
N 0.4103 0.5093 0.7737 0.05
H 1.8673 1.1487 -1.4989 0.05
H 1.2001 0.9272 -3.1987 0.05
H -0.9715 0.4433 -2.2098 0.10
H -1.8237 -1.7037 -0.0006 0.10
H -1.4120 -1.4488 2.5699 0.09
H 0.4716 0.3234 2.9255 0.10
H 1.2196 1.0632 0.5444 0.14
```

***

A structure of composition C6H7N, computed with ωB97M-V with the def2-TZVPD basis set.

The LUMO energy is 1.18 eV. The value obtained for the HOMO energy is -8.40 eV. For the max |F|, the calculation gives 1.915 eV/Å.

Structure (XYZ):
```
14
Properties=species:S:1:pos:R:3:lowdin_charge:R:1
C -0.6018 -0.0491 -1.8903 -0.01
C -0.2749 -0.0456 -0.4396 -0.37
C 0.6634 -0.9437 0.4262 -0.08
C -0.0395 -0.4118 1.6665 -0.06
C 1.1610 0.3228 0.9380 -0.19
N 0.2431 1.2080 0.1740 0.08
C -0.9134 0.4865 0.7818 -0.13
H -1.1168 -0.9648 -2.1862 0.08
H 0.3153 0.0522 -2.4853 0.09
H -1.2367 0.8133 -2.1163 0.09
H 1.1583 -1.8920 0.2697 0.13
H 0.4106 -0.0761 2.5837 0.12
H 2.1297 0.5717 1.3647 0.14
H -1.8983 0.9287 0.9132 0.13
```